This record from the OMol25 dataset describes 2 unconnected molecules or ions with the total composition C2H7BrN2. The level of theory is the ωB97M-V functional and the def2-TZVPD basis.

The geometry in XYZ format:
```
12
Properties=species:S:1:pos:R:3:forces:R:3
C 2.255 1.782 0.132 1.37 2.33 -0.37
N 2.183 0.546 0.198 -0.33 -1.70 -0.45
Br 3.807 -0.446 0.071 -0.30 0.52 0.38
H 1.331 2.347 -0.061 0.11 -0.35 0.57
H 3.203 2.403 0.160 -0.92 -0.82 -0.15
C -2.389 -0.817 -0.259 -0.97 0.24 -1.06
N -1.181 -1.018 0.430 2.52 -0.31 1.80
H -2.170 -0.899 -1.388 -1.05 1.23 1.24
H -3.147 -1.614 -0.109 0.62 0.30 0.39
H -2.795 0.115 0.287 0.03 -0.97 -2.10
H -0.724 -1.898 0.425 -0.62 -1.57 -0.04
H -0.372 -0.501 0.115 -0.47 1.10 -0.23
```
Forces are in eV/Å.

**E_HOMO**: -8.76 eV
**ΔE to the lowest compared entry with this formula, charge and spin**: 0.5763 eV
**Spin multiplicity**: 1
**Calculated total energy**: -75207.6429 eV
**Largest force on an atom**: 0.061 Eh/bohr
**SMILES**: C=NBr.CN

Mulliken atomic charge list, values in e, 5 entries: -0.167 -0.255 -0.073 0.241 0.253